P | C3H5NO3 | ωB97M-V/def2-TZVPD

Properties
Total charge: 0
SMILES: NC(=O)COC=O
Kohn-Sham gap, eV: 10.9
HOMO level, eV: -10.03

Each line ends with the natural charge from an NBO analysis.
Atoms and positions in Å:
N  0.579  1.006  1.342  -0.81
C  -0.572  0.707  0.645  0.64
O  -1.379  1.554  0.321  -0.58
C  -0.883  -0.760  0.291  -0.17
O  -0.520  -1.057  -1.143  -0.50
C  0.665  -0.617  -1.607  0.65
O  1.509  -0.125  -0.905  -0.61
H  1.358  0.369  1.228  0.40
H  0.874  1.962  1.170  0.40
H  -0.539  -1.430  1.113  0.21
H  -1.966  -0.882  0.244  0.23
H  0.874  -0.726  -2.698  0.15

=====

Q | C3H5NO3 | ωB97M-V/def2-TZVPD

Properties
Total charge: 0
SMILES: NC(=O)COC=O
Kohn-Sham gap, eV: 10.9
HOMO level, eV: -10.16

Each line ends with the natural charge from an NBO analysis.
Atoms and positions in Å:
N  -0.412  -1.250  0.204  -0.89
C  -0.816  0.015  0.692  0.68
O  -1.947  0.309  0.973  -0.53
C  0.399  0.962  0.758  -0.19
O  1.287  0.493  -0.257  -0.52
C  0.543  0.126  -1.338  0.65
O  -0.530  0.600  -1.612  -0.59
H  -1.070  -1.797  -0.325  0.41
H  0.417  -1.723  0.528  0.40
H  0.142  2.016  0.601  0.23
H  0.902  0.850  1.722  0.21
H  1.086  -0.602  -1.947  0.14

=====

Decreasing stability: P, Q

=====

P | C5H6S2 | ωB97M-V/def2-TZVPD

Properties
Total charge: 0
Kohn-Sham gap, eV: 8.8
HOMO level, eV: -8.57

Each line ends with the natural charge from an NBO analysis.
Atoms and positions in Å:
C  -0.516  -1.025  -0.016  -0.38
C  0.450  -0.384  -0.988  -0.33
C  0.407  -0.360  1.045  -0.30
C  0.300  1.108  0.722  -0.21
C  0.344  1.056  -0.606  -0.23
H  -1.776  0.669  -0.596  0.16
H  -0.485  -2.088  0.134  0.24
H  0.439  -0.673  -1.994  0.23
H  0.267  -0.804  2.063  0.24
H  0.459  1.946  1.414  0.24
H  0.381  2.019  -1.258  0.24
S  -2.231  -0.586  0.049  -0.03
S  1.962  -0.879  0.030  0.13

=====

Q | C5H6S2 | ωB97M-V/def2-TZVPD

Properties
Total charge: 0
SMILES: C=C1SC[C@@H]2S[C@@H]12
Kohn-Sham gap, eV: 9.1
HOMO level, eV: -8.68

Each line ends with the natural charge from an NBO analysis.
Atoms and positions in Å:
C  -0.678  -0.521  -2.132  -0.41
C  -0.539  0.019  -0.946  -0.18
C  -0.136  -0.033  1.756  -0.47
C  1.028  -0.217  0.857  -0.35
C  0.628  0.765  -0.228  -0.39
H  -0.001  -0.367  -2.989  0.22
H  -1.655  -1.108  -2.384  0.21
H  0.005  1.073  2.146  0.22
H  -0.478  -0.686  2.616  0.24
H  1.103  -1.247  0.476  0.23
H  -0.028  1.528  0.182  0.22
S  -1.578  -0.094  0.428  0.21
S  2.330  0.889  0.217  0.26

=====

Decreasing stability: P, Q

=====

P | C5H6S2 | ωB97M-V/def2-TZVPD

Properties
Total charge: 0
SMILES: CC#CC(=S)SC
Kohn-Sham gap, eV: 8.1
HOMO level, eV: -8.56

Each line ends with the natural charge from an NBO analysis.
Atoms and positions in Å:
C  1.604  -0.838  0.003  -0.13
C  0.456  -1.207  -0.011  0.11
C  2.879  -0.308  0.114  -0.37
C  -0.813  -1.873  0.077  -0.67
C  1.260  1.948  -0.471  -0.76
S  4.156  -1.306  0.222  0.04
S  2.962  1.414  -0.078  0.35
H  -0.892  -2.518  0.835  0.24
H  -0.920  -2.381  -0.791  0.24
H  -1.627  -1.093  0.171  0.23
H  1.104  3.007  -0.188  0.24
H  0.795  1.439  0.386  0.25
H  1.020  1.861  -1.522  0.24

=====

Q | C5H6S2 | ωB97M-V/def2-TZVPD

Properties
Total charge: 0
Kohn-Sham gap (alpha / beta), eV: 6.9 / 6.9
HOMO level (alpha / beta), eV: -7.65 / -7.65

Each line ends with the natural charge from an NBO analysis.
Atoms and positions in Å:
C  0.927  -1.092  0.118  -0.36
C  2.179  -1.511  -0.097  -0.29
C  -0.837  0.711  0.688  -0.47
C  -0.329  1.230  -0.695  -0.44
C  0.330  0.112  0.056  0.14
S  3.518  -0.396  0.043  0.28
S  2.523  1.329  0.083  -0.29
H  0.543  -2.050  0.488  0.25
H  2.459  -2.564  -0.062  0.23
H  -0.657  1.359  1.624  0.25
H  -1.789  0.250  0.575  0.23
H  -0.977  1.063  -1.696  0.24
H  0.361  2.094  -0.765  0.24

=====

R | C5H6S2 | ωB97M-V/def2-TZVPD

Properties
Total charge: 0
SMILES: S[C@H]1[C@@H]2C=CS[C@H]12
Kohn-Sham gap, eV: 9.1
HOMO level, eV: -8.17

Each line ends with the natural charge from an NBO analysis.
Atoms and positions in Å:
C  -1.115  1.031  0.021  -0.22
C  -2.017  0.171  0.420  -0.36
C  0.211  0.520  -0.500  -0.25
C  0.134  -0.951  -0.524  -0.35
C  0.989  -0.306  0.585  -0.40
S  -1.467  -1.488  0.166  0.24
S  2.645  -0.766  0.262  0.02
H  -1.353  2.082  -0.160  0.22
H  -3.087  0.395  0.571  0.25
H  0.660  0.978  -1.323  0.24
H  0.641  -1.546  -1.268  0.25
H  0.689  -0.534  1.632  0.25
H  3.070  0.415  0.118  0.10

=====

Decreasing stability: R, P, Q

=====

P | C2H5O2S | ωB97M-V/def2-TZVPD

Properties
Total charge: -1
Kohn-Sham gap (alpha / beta), eV: 7.0 / 5.4
HOMO level (alpha / beta), eV: -3.08 / -2.62

Each line ends with the natural charge from an NBO analysis.
Atoms and positions in Å:
C  0.139  -2.320  0.241  -0.91
C  -1.120  2.659  0.438  -0.47
O  2.365  -1.180  -0.325  -1.04
O  0.608  -1.070  -2.056  -1.04
S  0.926  -1.045  -0.598  1.61
H  0.628  -2.514  1.159  0.19
H  -0.899  -2.622  -0.092  0.19
H  -1.185  3.680  0.228  0.14
H  -0.702  2.382  1.347  0.15
H  -0.760  2.031  -0.342  0.18

=====

Q | C2H5O2S | ωB97M-V/def2-TZVPD

Properties
Total charge: -1
Kohn-Sham gap, eV: 7.4
HOMO level, eV: -4.08

Each line ends with the natural charge from an NBO analysis.
Atoms and positions in Å:
C  -0.697  -0.928  0.022  -0.72
S  0.338  -2.426  0.156  -0.11
H  -0.138  -0.084  0.422  0.28
H  -0.837  -0.718  -1.035  0.22
H  -1.663  -1.078  0.491  0.21
O  -1.069  2.181  -0.489  -0.80
C  0.170  2.368  -0.433  0.62
O  1.008  1.866  0.337  -0.79
H  0.563  3.100  -1.198  -0.02
H  -0.235  -2.966  1.238  0.10

=====

Decreasing stability: Q, P

=====

P | C4H3NS | ωB97M-V/def2-TZVPD

Properties
Total charge: 0
SMILES: S=C1C=CC=N1
Kohn-Sham gap, eV: 7.5
HOMO level, eV: -9.18

Each line ends with the natural charge from an NBO analysis.
Atoms and positions in Å:
C  0.927  0.357  -0.727  -0.06
C  0.240  -0.962  -0.439  -0.24
C  -0.754  -0.601  0.446  -0.23
C  -0.722  0.869  0.652  0.08
H  0.686  -1.800  -0.808  0.23
H  -1.431  -1.354  0.954  0.23
H  -1.322  1.254  1.532  0.21
N  0.164  1.467  -0.061  -0.42
S  2.213  0.770  -1.549  0.20

=====

Q | C4H3NS | ωB97M-V/def2-TZVPD

Properties
Total charge: 0
SMILES: N#C/C=C\C=S
Kohn-Sham gap, eV: 7.5
HOMO level, eV: -9.11

Each line ends with the natural charge from an NBO analysis.
Atoms and positions in Å:
C  -0.774  1.292  0.034  -0.35
C  -0.179  0.135  0.747  -0.20
C  0.501  -0.940  0.332  -0.26
C  0.787  -1.170  -1.055  0.24
H  -1.297  1.969  0.780  0.21
H  -0.188  0.284  1.881  0.22
H  0.907  -1.698  1.045  0.26
N  1.070  -1.341  -2.188  -0.27
S  -0.826  1.469  -1.577  0.15

=====

Decreasing stability: Q, P

=====

P | C4H3NS | ωB97M-V/def2-TZVPD

Properties
Total charge: 0
SMILES: C#CCN=C=S
Kohn-Sham gap, eV: 9.9
HOMO level, eV: -9.21

Each line ends with the natural charge from an NBO analysis.
Atoms and positions in Å:
C  -2.158  -0.036  -0.073  0.21
C  0.251  0.804  0.062  -0.28
C  1.150  -0.395  -0.034  -0.01
C  1.867  -1.369  -0.002  -0.21
H  0.540  1.733  -0.724  0.23
H  0.446  1.472  1.077  0.24
H  2.502  -2.119  -0.139  0.22
N  -1.048  0.549  -0.177  -0.48
S  -3.550  -0.639  0.010  0.08

=====

Q | C4H3NS | ωB97M-V/def2-TZVPD

Properties
Total charge: 0
Kohn-Sham gap, eV: 8.4
HOMO level, eV: -9.72

Each line ends with the natural charge from an NBO analysis.
Atoms and positions in Å:
C  0.552  -1.061  -0.552  -0.60
C  0.204  -0.100  0.381  0.12
C  -0.664  0.529  1.038  -0.11
C  -1.136  1.599  1.751  0.20
H  0.150  0.890  -1.973  0.16
H  0.139  -1.949  -0.373  0.25
H  1.600  -1.325  -0.395  0.25
N  -1.474  2.325  2.580  -0.24
S  0.629  -0.908  -2.457  -0.04

=====

Decreasing stability: P, Q